No. 1
{
  "formula": "C4H21NO6",
  "method": "ωB97M-V/def2-TZVPD",
  "elements": ["C", "C", "N", "C", "C", "O", "H", "H", "H", "H", "H", "H", "H", "H", "H", "H", "H", "O", "H", "H", "O", "H", "H", "O", "H", "H", "O", "H", "H", "O", "H", "H"],
  "positions_angstrom": [[0.469783, 0.051966, 3.197811], [-0.168942, -0.121909, 1.762996], [-1.321905, 0.822119, 1.574337], [-0.458441, -1.626842, 1.509840], [-1.149431, -1.814072, 0.173950], [-0.380874, -1.591742, -1.101216], [1.538135, -0.103591, 3.185421], [-0.020818, -0.664131, 3.813568], [0.364991, 1.077368, 3.545498], [0.543157, 0.175715, 1.000847], [-1.057893, 1.789508, 1.729286], [-1.973748, 0.693798, 2.405105], [0.542757, -2.051187, 1.444987], [-1.167184, -2.022276, 2.232172], [-1.708691, -2.742373, 0.022982], [-1.975854, -0.991207, 0.153067], [0.015241, -2.452187, -1.304994], [1.568649, 0.237763, -1.006204], [0.952691, -0.469687, -0.873357], [1.074610, 1.056105, -1.100013], [1.673674, -1.908777, -2.762156], [1.031190, -1.201741, -2.923613], [2.371459, -1.594033, -2.211465], [-2.812402, 0.870582, -1.757142], [-2.718265, -0.080779, -1.564811], [-2.564172, 1.162658, -0.863186], [2.521455, 2.239512, 1.446018], [1.899491, 1.716777, 0.893513], [2.962849, 2.657496, 0.703093], [-0.289833, 2.044338, -1.858826], [-1.058618, 1.657803, -2.306982], [-0.264257, 2.880152, -2.453296]],
  "forces_ev_per_angstrom": [[-0.12, 0.40, -1.90], [0.26, 1.14, 1.08], [-1.40, -1.21, 1.61], [0.01, 1.55, -1.54], [-2.08, 1.83, -1.96], [-0.95, -0.74, 2.37], [0.33, -0.45, -0.04], [-0.25, -0.34, 1.01], [-0.34, -0.04, 0.12], [0.15, 0.00, 0.08], [0.65, -0.08, -0.32], [0.78, -0.11, -1.36], [-0.16, -0.68, 0.67], [0.43, -0.33, 0.47], [0.40, -0.15, 0.42], [1.40, -1.37, -0.06], [0.20, 0.33, -0.26], [1.93, 0.97, 0.37], [-1.07, -0.60, -0.06], [-0.48, -0.05, -0.44], [-0.93, -1.15, -1.19], [0.72, 0.01, 0.35], [0.46, 0.91, 0.47], [0.24, -0.81, 0.94], [-0.15, 0.15, -0.81], [-0.04, 0.62, -0.10], [-0.85, -0.45, -1.04], [0.29, -0.11, 0.85], [0.64, 0.47, 0.17], [-0.37, 2.85, -2.32], [-0.25, -0.84, 0.60], [0.56, -1.71, 1.78]],
  "lowdin_charge": [-0.05, -0.41, 0.02, -0.14, -0.20, -0.13, 0.07, 0.06, 0.07, 0.08, 0.07, 0.10, 0.13, 0.12, 0.11, 0.11, 0.08, -0.07, -0.03, 0.00, -0.05, 0.04, 0.02, -0.07, 0.04, 0.03, -0.07, 0.01, 0.03, -0.09, 0.02, 0.11],
  "homo_ha": -0.360,
  "smiles": "C[C@H](N)CCO.O.O.O.O.O",
  "de_lowest_kcal_mol": 39.1
}

---

No. 2
{
  "formula": "C22H29EuN7O4S",
  "method": "ωB97M-V/def2-TZVPD",
  "elements": ["Eu", "O", "C", "O", "C", "C", "C", "C", "C", "N", "C", "O", "O", "H", "H", "H", "H", "N", "C", "C", "C", "N", "C", "C", "N", "C", "H", "H", "H", "H", "H", "H", "H", "H", "H", "H", "H", "H", "H", "H", "H", "H", "C", "N", "C", "C", "N", "C", "S", "C", "C", "C", "C", "C", "N", "H", "H", "H", "H", "H", "H", "H", "H", "H"],
  "positions_angstrom": [[12.637028, 11.730596, 8.083398], [9.711673, 10.871710, 4.397656], [10.357140, 11.121294, 5.629246], [11.589055, 11.069689, 5.776616], [9.480054, 11.642363, 6.621417], [8.076548, 11.730209, 6.520009], [7.357218, 12.124530, 7.643082], [8.008408, 12.227349, 8.832893], [9.400928, 12.263446, 8.840516], [10.106036, 11.925871, 7.797926], [10.145327, 12.530502, 10.123906], [9.532039, 13.147321, 11.022029], [11.312705, 11.996451, 10.216708], [10.420488, 10.510883, 3.829803], [7.603030, 11.426476, 5.585073], [6.272178, 12.265564, 7.688784], [7.420009, 12.460938, 9.747295], [16.907761, 14.779242, 7.240973], [15.568839, 14.647662, 7.871283], [14.619382, 15.816404, 7.515937], [13.216790, 15.579582, 8.090855], [12.593376, 14.350460, 7.587862], [13.307268, 15.452428, 9.639720], [14.435577, 14.443668, 10.094486], [13.985031, 13.029023, 10.067047], [15.788859, 14.699366, 9.363601], [16.800003, 15.553995, 6.542927], [17.081367, 13.896607, 6.725369], [17.659222, 15.061083, 7.937597], [15.186658, 13.678789, 7.546554], [14.498159, 16.084174, 6.383600], [14.888642, 16.781331, 8.003614], [12.551437, 16.534936, 7.980857], [12.639295, 14.389876, 6.548625], [11.588709, 14.311872, 7.803513], [12.319528, 15.060226, 10.029018], [13.563349, 16.404298, 10.090428], [14.657223, 14.726567, 11.142296], [13.058686, 12.953965, 10.615725], [14.686090, 12.454628, 10.552135], [16.479543, 13.972212, 9.683519], [16.106704, 15.699587, 9.705210], [17.989709, 10.831716, 7.631061], [17.026918, 9.971932, 8.259839], [17.256439, 8.924141, 9.189765], [16.133746, 8.258730, 9.397493], [15.092639, 8.876856, 8.662058], [15.682728, 9.852826, 7.859091], [15.059793, 10.968672, 6.751135], [13.743279, 8.348261, 8.637894], [13.497955, 7.024963, 8.994750], [12.182064, 6.600512, 9.163444], [11.184857, 7.417775, 8.711419], [11.504746, 8.691879, 8.287770], [12.764012, 9.128376, 8.180557], [17.567135, 11.066504, 6.654451], [18.914298, 10.267703, 7.496860], [18.183851, 11.724437, 8.222143], [18.283975, 8.918994, 9.612469], [15.821644, 7.398676, 10.012139], [14.346143, 6.304895, 9.049257], [11.998953, 5.655764, 9.673656], [10.132429, 7.108340, 8.763858], [10.771362, 9.368278, 7.904467]],
  "forces_ev_per_angstrom": [[-0.24, -0.05, 0.73], [2.09, -0.11, 2.54], [1.32, 0.31, -3.65], [-2.00, -0.40, -0.50], [-2.39, 0.22, 2.45], [1.10, -0.31, -0.93], [-0.90, -0.56, 0.00], [-0.64, 1.54, 1.17], [-0.38, -0.56, 0.88], [0.13, 0.12, -1.55], [-0.65, 0.40, 2.72], [1.08, -0.80, -1.82], [0.12, 0.47, -0.89], [-0.36, 0.13, -0.07], [0.06, 0.35, 0.27], [0.39, -0.28, -0.60], [0.85, -0.23, -0.64], [0.58, 1.22, -1.17], [-0.86, 0.98, 0.92], [-0.93, 0.99, -1.65], [-1.25, 1.25, 1.84], [-0.13, 0.21, -1.82], [0.36, -1.91, -0.24], [-0.29, 0.66, 1.05], [-0.74, 0.23, 0.53], [-2.46, 0.34, 0.34], [0.68, -0.77, 0.42], [0.61, 0.61, 0.40], [-0.92, -0.70, -1.17], [-0.15, 0.11, 0.13], [0.52, -0.83, 1.72], [0.50, -0.68, -0.35], [1.20, -1.63, -0.55], [-0.27, -0.07, 0.76], [0.38, 0.38, 0.04], [1.01, 0.70, -0.22], [-0.28, 0.26, 0.03], [-0.19, -0.16, -0.30], [1.63, -0.05, -0.85], [-0.49, 0.27, -0.04], [1.07, -0.99, 0.46], [0.16, -0.29, -0.38], [0.26, -0.51, -0.32], [-3.19, -2.55, 0.58], [2.50, 1.76, -0.36], [-1.95, -0.87, 0.71], [1.14, 0.24, -1.34], [1.08, 1.12, 1.36], [-0.04, -0.31, -0.44], [-0.12, -0.38, -1.16], [1.28, -0.43, 0.17], [1.03, -0.39, 0.08], [-1.63, 0.34, 0.65], [0.85, -0.62, -0.93], [0.44, 0.42, 1.41], [0.31, 0.23, 0.04], [0.00, 0.19, 0.03], [-0.04, 0.10, 0.05], [-1.16, -0.66, -0.20], [0.85, 0.82, -0.22], [-0.86, 0.68, 0.49], [-0.10, 0.02, -0.58], [0.54, 0.21, 0.03], [-0.55, 0.23, -0.03]],
  "lowdin_charge": [1.44, 0.11, -0.40, -0.04, -0.20, 0.06, -0.01, 0.04, -0.20, 0.05, -0.61, 0.04, -0.20, 0.14, 0.13, 0.14, 0.15, 0.22, -0.32, -0.10, -0.38, -0.03, -0.08, -0.34, -0.03, -0.11, 0.18, 0.17, 0.20, 0.08, 0.16, 0.14, 0.18, 0.11, 0.09, 0.14, 0.12, 0.14, 0.09, 0.09, 0.10, 0.15, -0.06, -0.13, -0.02, -0.03, 0.02, -0.65, 0.59, -0.23, 0.01, -0.02, -0.03, -0.11, 0.02, 0.04, 0.11, 0.09, 0.15, 0.14, 0.13, 0.13, 0.13, 0.09],
  "multiplicity": 8,
  "homo_ha": [-0.440, -0.500],
  "charge": 2
}

---

No. 3
{
  "formula": "C29H21ClMgN6OS",
  "method": "ωB97M-V/def2-TZVPD",
  "elements": ["Mg", "Cl", "C", "C", "C", "C", "O", "C", "C", "N", "C", "C", "C", "C", "C", "C", "C", "C", "N", "C", "C", "H", "H", "H", "H", "H", "H", "H", "H", "H", "H", "N", "C", "S", "N", "N", "C", "C", "C", "C", "C", "C", "C", "C", "C", "C", "C", "C", "N", "H", "H", "H", "H", "H", "H", "H", "H", "H", "H", "H"],
  "positions_angstrom": [[0.127364, -0.240960, 0.486293], [-4.204761, 3.077316, 5.018968], [-3.034263, 2.620312, 3.806897], [-3.043449, 3.260565, 2.562122], [-2.126517, 2.924054, 1.601840], [-1.157302, 1.905728, 1.808768], [-0.301026, 1.627133, 0.886363], [-1.177020, 1.266632, 3.087135], [-0.186991, 0.288539, 3.456888], [0.503630, -0.374193, 2.602993], [1.617247, -1.125289, 2.998801], [1.699744, -1.960759, 4.077202], [2.917910, -2.616323, 4.375068], [4.029772, -2.418356, 3.610380], [3.968494, -1.567765, 2.476598], [5.082085, -1.271639, 1.656507], [4.931726, -0.420313, 0.601842], [3.647098, 0.095082, 0.323852], [2.586833, -0.165920, 1.043797], [2.748225, -0.955025, 2.146628], [-2.101740, 1.656363, 4.071500], [-3.779727, 4.030895, 2.370688], [-2.123852, 3.418035, 0.639242], [0.008490, 0.158715, 4.526379], [0.828919, -2.120227, 4.699951], [2.961757, -3.275783, 5.231686], [4.966493, -2.901828, 3.856976], [6.043874, -1.715190, 1.885037], [5.763262, -0.152944, -0.034946], [3.495163, 0.724383, -0.547334], [-2.081446, 1.176243, 5.042563], [-4.241460, -0.217469, 0.749417], [-2.986662, -0.474579, 0.330712], [-2.063985, -1.661235, 1.175041], [-2.638774, 0.159503, -0.795908], [-1.364482, -0.131725, -1.098907], [-0.921297, -0.030165, -2.298625], [-1.716343, 0.451326, -3.453787], [-2.201177, 1.755714, -3.458504], [-2.946220, 2.219431, -4.530392], [-3.224586, 1.382118, -5.602510], [-2.757677, 0.075866, -5.597166], [-2.005820, -0.386089, -4.526386], [0.446590, -0.573828, -2.477517], [1.080931, -0.586199, -3.719132], [2.278277, -1.260237, -3.862746], [2.824361, -1.913933, -2.768555], [2.168121, -1.799599, -1.557297], [1.026004, -1.134878, -1.394773], [-4.565890, -0.622155, 1.606714], [-4.744310, 0.535314, 0.311607], [-1.999732, 2.395922, -2.609458], [-3.317055, 3.236281, -4.526464], [-3.809731, 1.745370, -6.437394], [-2.983261, -0.587486, -6.422033], [-1.651540, -1.410353, -4.519674], [0.617653, -0.085172, -4.556188], [2.773177, -1.284864, -4.825113], [3.739593, -2.483508, -2.840353], [2.575300, -2.260849, -0.665291]],
  "forces_ev_per_angstrom": [[-0.24, -0.15, 0.17], [0.02, -0.01, -0.02], [0.00, -0.02, 0.05], [-0.03, 0.03, -0.03], [0.01, 0.01, 0.01], [0.04, 0.00, 0.00], [-0.09, -0.06, -0.09], [0.03, -0.10, 0.13], [-0.06, 0.06, -0.08], [0.17, -0.09, 0.03], [-0.12, 0.07, -0.04], [0.08, -0.05, 0.05], [-0.10, 0.02, 0.00], [0.03, 0.03, -0.05], [0.10, -0.06, 0.05], [0.00, -0.03, 0.03], [-0.06, 0.04, -0.01], [0.03, 0.05, -0.07], [0.03, -0.15, 0.04], [-0.07, 0.07, -0.03], [-0.04, 0.05, -0.02], [0.00, 0.00, -0.01], [0.00, 0.00, -0.01], [0.00, 0.02, 0.00], [0.00, -0.01, 0.00], [0.00, 0.00, 0.00], [0.01, 0.00, -0.01], [0.00, 0.00, 0.00], [0.00, 0.00, 0.00], [0.00, -0.01, 0.00], [0.00, -0.01, 0.00], [0.08, 0.08, 0.01], [-0.16, -0.18, -0.23], [0.12, 0.21, 0.04], [0.27, -0.11, 0.16], [-0.08, 0.14, -0.10], [0.14, -0.04, -0.04], [-0.03, 0.01, 0.00], [0.00, 0.00, 0.01], [-0.01, 0.01, -0.01], [0.00, -0.01, 0.00], [0.00, 0.01, 0.02], [-0.01, -0.02, -0.04], [-0.11, -0.01, -0.01], [-0.02, -0.01, 0.00], [0.00, 0.01, -0.02], [-0.01, -0.02, 0.01], [-0.02, -0.04, 0.07], [0.06, 0.23, -0.05], [0.01, 0.03, 0.03], [-0.03, 0.00, 0.02], [0.01, 0.00, 0.00], [0.00, 0.00, 0.00], [0.00, 0.00, 0.00], [0.00, 0.00, -0.01], [0.00, 0.00, 0.01], [0.01, 0.00, 0.00], [0.01, -0.01, 0.00], [0.01, 0.00, 0.00], [0.03, 0.00, -0.01]],
  "lowdin_charge": [0.57, 0.62, -0.68, -0.11, -0.01, -0.37, -0.13, -0.15, -0.07, 0.01, -0.20, 0.00, -0.06, -0.04, -0.15, 0.00, -0.04, -0.13, 0.09, -0.15, -0.07, 0.10, 0.11, 0.14, 0.12, 0.11, 0.11, 0.12, 0.11, 0.12, 0.11, 0.08, -0.88, 0.59, 0.02, -0.06, -0.18, -0.19, -0.02, -0.08, -0.09, -0.08, -0.04, -0.18, 0.00, -0.05, -0.05, -0.14, 0.07, 0.08, 0.10, 0.12, 0.10, 0.10, 0.10, 0.12, 0.12, 0.11, 0.11, 0.11],
  "homo_ha": -0.267,
  "de_lowest_kcal_mol": 5.9
}